Formula: C41H52Cl65FINO4
Source: the OMol25 dataset
Level of theory: the ωB97M-V functional and the def2-TZVPD basis

Last columns: bonded neighbours and bond lengths (Å).
Geometry (Å):
1 C 7.6716 0.6412 3.9542  C2 1.532, H30 1.087, H31 1.087, H32 1.086
2 C 6.6420 -0.2698 3.2775  C1 1.532, O3 1.421, H33 1.095, H34 1.089
3 O 5.3998 0.4199 3.2957  C2 1.421, C4 1.434
4 C 4.3995 -0.2013 2.4768  O3 1.434, C5 1.537, H35 1.089, H36 1.088
5 C 3.2738 -0.7349 3.3777  C4 1.537, C6 1.539, H37 1.088, H38 1.086
6 C 1.9323 0.0073 3.2425  C5 1.539, O7 1.448, C21 1.530, H39 1.089
7 O 1.3684 0.5294 4.4703  C6 1.448, C8 1.354
8 C 0.3479 -0.2515 4.8980  O7 1.354, O9 1.198, C10 1.582
9 O -0.2647 -0.0038 5.8968  C8 1.198
10 C 0.2001 -1.4697 3.9000  C8 1.582, C11 1.553, C16 1.562, C21 1.574
11 C -1.2548 -1.9951 4.0370  C10 1.553, C12 1.532, H40 1.086, H41 1.091
12 C -2.0792 -2.3382 2.7918  C11 1.532, C13 1.535, H42 1.084, H43 1.088
13 C -3.5161 -2.5906 3.2681  C12 1.535, N14 1.446, O15 1.204
14 N -4.3827 -1.4390 3.3854  C13 1.446, H44 1.018, H45 1.016
15 O -3.9172 -3.6848 3.5712  C13 1.204
16 C 1.1322 -2.5225 4.5806  C10 1.562, Cl17 1.762, C18 1.340
17 Cl 2.0836 -2.0539 5.9874  C16 1.762
18 C 1.3111 -3.8071 4.2448  C16 1.340, C19 1.504, Cl20 1.742
19 C 2.2225 -4.7499 4.9819  C18 1.504, H46 1.086, H47 1.086, H48 1.087
20 Cl 0.4612 -4.5296 2.9069  C18 1.742
21 C 0.7164 -0.6931 2.6315  C6 1.530, C10 1.574, C22 1.560, C26 1.537
22 C -0.3925 0.3012 2.1691  C21 1.560, C23 1.525, H49 1.088, H50 1.092
23 C -0.0577 1.7740 1.9547  C22 1.525, C24 1.545, F25 1.395, H51 1.083
24 C -1.0358 2.3957 0.9325  C23 1.545, H52 1.087, H53 1.087, H54 1.087
25 F -0.2337 2.5034 3.1312  C23 1.395
26 C 1.0609 -1.6890 1.5125  C21 1.537, C27 1.548, H55 1.087, H56 1.083
27 C 1.2470 -1.1711 0.0656  C26 1.548, C28 1.526, I29 2.194, H57 1.084
28 C 1.8097 0.2291 -0.1606  C27 1.526, H58 1.081, H59 1.093, H60 1.082
29 I 2.5988 -2.5917 -0.9182  C27 2.194
30 H 7.5959 0.5131 5.0313  C1 1.087
31 H 7.4112 1.6781 3.7568  C1 1.087
32 H 8.6621 0.4104 3.5734  C1 1.086
33 H 6.5297 -1.1639 3.8992  C2 1.095
34 H 6.9801 -0.4979 2.2674  C2 1.089
35 H 4.8775 -1.0484 1.9862  C4 1.089
36 H 4.0748 0.5680 1.7792  C4 1.088
37 H 3.6067 -0.5443 4.3955  C5 1.088
38 H 3.1970 -1.8153 3.2968  C5 1.086
39 H 2.2508 0.9343 2.7688  C6 1.089
40 H -1.2201 -2.9009 4.6360  C11 1.086
41 H -1.8466 -1.3047 4.6406  C11 1.091
42 H -1.7931 -3.2520 2.2843  C12 1.084
43 H -2.1636 -1.5524 2.0439  C12 1.088
44 H -3.9062 -0.7001 3.8976  N14 1.018
45 H -4.5739 -1.0475 2.4675  N14 1.016
46 H 2.0010 -5.7670 4.6734  C19 1.086
47 H 3.2696 -4.5081 4.8267  C19 1.086
48 H 1.9634 -4.6908 6.0363  C19 1.087
49 H -0.7866 -0.0656 1.2241  C22 1.088
50 H -1.2605 0.3113 2.8317  C22 1.092
51 H 0.9379 1.9906 1.5867  C23 1.083
52 H -0.5639 3.1711 0.3352  C24 1.087
53 H -1.5012 1.6533 0.2886  C24 1.087
54 H -1.8405 2.8509 1.5040  C24 1.087
55 H 0.2269 -2.3834 1.4554  C26 1.087
56 H 1.9093 -2.3146 1.7626  C26 1.083
57 H 0.3183 -1.2925 -0.4803  C27 1.084
58 H 2.4781 0.2433 -1.0104  C28 1.081
59 H 0.9864 0.8960 -0.4271  C28 1.093
60 H 2.3103 0.6712 0.6909  C28 1.082
61 C -0.6859 -4.3884 -1.3076  Cl62 1.760, Cl63 1.767, Cl64 1.766, H65 1.085
62 Cl -1.3856 -5.4576 -2.5177  C61 1.760
63 Cl -1.9041 -3.2720 -0.6803  C61 1.767
64 Cl 0.0670 -5.3122 -0.0043  C61 1.766
65 H 0.0895 -3.8044 -1.7911  C61 1.085
66 C -0.1034 0.9788 9.5583  Cl67 1.767, Cl68 1.761, Cl69 1.764, H70 1.083
67 Cl 1.2777 1.3804 10.5846  C66 1.767
68 Cl -0.4879 -0.7354 9.6855  C66 1.761
69 Cl -1.4994 1.9689 9.9869  C66 1.764
70 H 0.1631 1.1910 8.5301  C66 1.083
71 C 1.2883 -0.4736 -4.4457  Cl72 1.770, Cl73 1.762, Cl74 1.768, H75 1.082
72 Cl -0.2040 -0.2064 -3.5316  C71 1.770
73 Cl 2.6508 0.3414 -3.6817  C71 1.762
74 Cl 1.6048 -2.2047 -4.6170  C71 1.768
75 H 1.1626 -0.0487 -5.4327  C71 1.082
76 C -7.7851 0.2891 3.2227  Cl77 1.768, Cl78 1.762, Cl79 1.763, H80 1.083
77 Cl -6.5901 0.7596 2.0079  C76 1.768
78 Cl -7.2730 0.8070 4.8270  C76 1.762
79 Cl -9.3655 0.9588 2.8207  C76 1.763
80 H -7.8585 -0.7911 3.2206  C76 1.083
81 C 7.8530 -0.4506 -1.1297  Cl82 1.766, Cl83 1.762, Cl84 1.764, H85 1.082
82 Cl 9.2351 0.0171 -0.1353  C81 1.766
83 Cl 7.4113 -2.1316 -0.8381  C81 1.762
84 Cl 6.4746 0.6067 -0.8207  C81 1.764
85 H 8.1335 -0.3475 -2.1695  C81 1.082
86 C -13.5507 1.0525 2.5200  Cl87 1.762, Cl88 1.765, Cl89 1.773, H90 1.082
87 Cl -13.7942 -0.4079 1.5648  C86 1.762
88 Cl -13.0314 0.6323 4.1536  C86 1.765
89 Cl -12.3746 2.1443 1.7657  C86 1.773
90 H -14.4928 1.5795 2.5846  C86 1.082
91 C 3.6400 1.9525 -7.6851  Cl92 1.760, Cl93 1.759, Cl94 1.768, H95 1.082
92 Cl 4.9891 2.4052 -6.6501  C91 1.760
93 Cl 3.3560 0.2176 -7.6187  C91 1.759
94 Cl 2.1859 2.8372 -7.2050  C91 1.768
95 H 3.8761 2.2140 -8.7081  C91 1.082
96 C 1.1197 -6.8177 -5.2427  Cl97 1.765, Cl98 1.763, Cl99 1.762, H100 1.082
97 Cl 0.4264 -5.7849 -6.4950  C96 1.765
98 Cl 2.3891 -7.8442 -5.9094  C96 1.763
99 Cl 1.7368 -5.8454 -3.9088  C96 1.762
100 H 0.3348 -7.4562 -4.8587  C96 1.082
101 C 5.0842 4.4756 -3.2003  Cl102 1.778, Cl103 1.763, Cl104 1.768, H105 1.082
102 Cl 5.8986 4.7506 -4.7571  C101 1.778
103 Cl 3.8413 5.7018 -2.9582  C101 1.763
104 Cl 4.3449 2.8737 -3.0813  C101 1.768
105 H 5.8249 4.5631 -2.4168  C101 1.082
106 C -0.6397 5.1587 -5.4737  Cl107 1.761, Cl108 1.769, Cl109 1.768, H110 1.083
107 Cl 0.6819 5.7197 -4.4539  C106 1.761
108 Cl -0.9378 3.4326 -5.2251  C106 1.769
109 Cl -2.1062 6.0960 -5.1603  C106 1.768
110 H -0.3605 5.3063 -6.5091  C106 1.083
111 C -11.1062 -3.0435 0.4588  Cl112 1.765, Cl113 1.765, Cl114 1.765, H115 1.080
112 Cl -11.8498 -2.0374 -0.7864  C111 1.765
113 Cl -9.9333 -4.1528 -0.2555  C111 1.765
114 Cl -10.3475 -2.0447 1.7007  C111 1.765
115 H -11.8836 -3.6298 0.9261  C111 1.080
116 C -2.9095 3.9741 4.0481  Cl117 1.756, Cl118 1.769, Cl119 1.765, H120 1.082
117 Cl -2.2542 3.7125 5.6557  C116 1.756
118 Cl -3.7752 2.5333 3.4967  C116 1.769
119 Cl -3.9706 5.3839 4.0142  C116 1.765
120 H -2.0832 4.1535 3.3733  C116 1.082
121 C 8.9946 -5.9679 0.5889  Cl122 1.766, Cl123 1.763, Cl124 1.764, H125 1.082
122 Cl 7.4004 -5.8265 -0.1575  C121 1.766
123 Cl 10.2565 -6.0251 -0.6404  C121 1.763
124 Cl 9.2743 -4.6351 1.7102  C121 1.764
125 H 9.0250 -6.8942 1.1478  C121 1.082
126 C 6.0892 -3.0179 -6.3195  Cl127 1.762, Cl128 1.767, Cl129 1.764, H130 1.082
127 Cl 4.5893 -2.7456 -5.4357  C126 1.762
128 Cl 7.4462 -2.2268 -5.5096  C126 1.767
129 Cl 6.3996 -4.7437 -6.5144  C126 1.764
130 H 5.9847 -2.5804 -7.3037  C126 1.082
131 C -4.2714 4.1567 -6.5896  Cl132 1.767, Cl133 1.762, Cl134 1.765, H135 1.082
132 Cl -3.5128 4.4790 -8.1531  C131 1.767
133 Cl -5.4802 5.3894 -6.2370  C131 1.762
134 Cl -4.9853 2.5433 -6.5497  C131 1.765
135 H -3.5034 4.2033 -5.8296  C131 1.082
136 C -0.0034 8.9640 -2.6349  Cl137 1.763, Cl138 1.767, Cl139 1.762, H140 1.083
137 Cl -0.0271 9.8907 -4.1346  C136 1.763
138 Cl 1.5154 8.0752 -2.4792  C136 1.767
139 Cl -0.2558 10.0158 -1.2440  C136 1.762
140 H -0.8112 8.2437 -2.6688  C136 1.083
141 C 2.8852 11.7928 0.9089  Cl142 1.763, Cl143 1.765, Cl144 1.765, H145 1.082
142 Cl 2.6330 10.3099 -0.0102  C141 1.763
143 Cl 3.3715 11.4313 2.5666  C141 1.765
144 Cl 4.0793 12.8253 0.1191  C141 1.765
145 H 1.9472 12.3310 0.9439  C141 1.082
146 C -7.2446 4.1210 -2.6544  Cl147 1.765, Cl148 1.764, Cl149 1.764, H150 1.082
147 Cl -5.5928 4.5568 -3.0976  C146 1.765
148 Cl -7.2744 3.1679 -1.1698  C146 1.764
149 Cl -8.2431 5.5649 -2.4818  C146 1.764
150 H -7.6550 3.5191 -3.4545  C146 1.082
151 C 9.7516 -10.0742 -1.8341  Cl152 1.764, Cl153 1.764, Cl154 1.765, H155 1.082
152 Cl 8.9281 -11.1988 -2.9147  C151 1.764
153 Cl 8.6398 -8.8330 -1.2561  C151 1.764
154 Cl 10.4883 -10.9334 -0.4799  C151 1.765
155 H 10.5396 -9.5861 -2.3920  C151 1.082
156 C -14.1759 -4.1160 3.3779  Cl157 1.762, Cl158 1.761, Cl159 1.774, H160 1.082
157 Cl -12.4732 -4.5636 3.2980  C156 1.762
158 Cl -14.4114 -2.7702 4.4885  C156 1.761
159 Cl -14.8203 -3.7262 1.7714  C156 1.774
160 H -14.7254 -4.9668 3.7572  C156 1.082
161 C -0.0705 1.3709 -10.3715  Cl162 1.768, Cl163 1.761, Cl164 1.763, H165 1.082
162 Cl 1.5755 1.8343 -10.8225  C161 1.768
163 Cl -0.0645 0.3155 -8.9616  C161 1.761
164 Cl -1.0542 2.8053 -10.0857  C161 1.763
165 H -0.5004 0.8180 -11.1958  C161 1.082

Properties
* E_LUMO: -0.06 eV
* charge: 0
* total energy: -877814.140 eV
* molar mass: 3073.2 Da
* orbital gap: 9.206 eV